Entry one
C2H10N2O2 | ωB97M-V/def2-TZVPD

Each line ends with the natural charge from an NBO analysis.
Positions of all 16 atoms, in Å:
H -1.181 1.526 2.531  0.35
N -1.237 1.401 1.523  -0.79
C -0.327 0.596 1.139  0.32
N -0.401 -0.260 0.082  -0.59
C 0.765 -1.011 -0.414  -0.41
H 0.629 0.438 1.638  0.13
H -1.131 -0.072 -0.588  0.39
H 1.470 -0.450 -1.025  0.19
H 0.269 -1.797 -0.977  0.22
H 1.357 -1.297 0.458  0.20
O 2.808 -4.828 -2.560  -0.94
H 3.224 -4.293 -3.271  0.47
H 2.620 -5.685 -2.958  0.47
O -2.193 4.442 0.834  -0.95
H -1.767 5.221 1.177  0.46
H -1.705 3.680 1.200  0.49

Output
LUMO energy, eV: 0.71
SMILES: [H]/N=C/NC.O.O
HOMO, Eh: -0.332
Gap between HOMO and LUMO, eV: 9.75
Multiplicity: 1



Entry two
C2H10N2O2 | ωB97M-V/def2-TZVPD

Each line ends with the natural charge from an NBO analysis.
Positions of all 16 atoms, in Å:
H -0.083 -2.431 1.035  0.35
N 0.162 -1.529 0.788  -0.78
C -0.211 -1.292 -0.438  0.32
N -0.405 0.001 -0.890  -0.64
C -1.400 0.205 -1.965  -0.42
H -0.538 -2.004 -1.211  0.15
H 0.128 0.736 -0.467  0.43
H -1.518 1.272 -2.027  0.23
H -2.258 -0.495 -1.840  0.20
H -0.942 -0.042 -2.941  0.18
O 0.973 0.277 2.645  -1.01
H 1.437 -0.049 3.420  0.47
H 0.821 -0.516 2.070  0.50
O 1.043 2.203 0.432  -0.96
H 0.911 1.813 1.288  0.51
H 1.878 1.851 0.104  0.47

Output
LUMO energy, eV: 0.94
SMILES: [H]/N=C/NC.O.O
HOMO, Eh: -0.324
Gap between HOMO and LUMO, eV: 9.75
Multiplicity: 1



Entry three
C2H10N2O2 | ωB97M-V/def2-TZVPD

Each line ends with the natural charge from an NBO analysis.
Positions of all 16 atoms, in Å:
C 0.931 0.470 2.069  -0.46
N 1.268 0.914 0.717  -0.48
C 0.439 1.704 0.117  0.24
N -0.702 2.150 0.767  -0.86
H -0.150 0.174 2.092  0.17
H 1.041 1.336 2.736  0.19
H 1.534 -0.402 2.304  0.22
H 0.736 2.174 -0.810  0.18
H -1.437 2.477 0.161  0.40
H -0.769 1.998 1.752  0.40
O -2.295 -3.122 -1.726  -0.93
H -1.711 -3.035 -2.504  0.47
H -2.281 -2.200 -1.414  0.46
O 1.430 -1.851 -1.992  -0.92
H 1.348 -1.217 -2.724  0.46
H 0.618 -1.569 -1.546  0.46

Output
LUMO energy, eV: 0.28
SMILES: C/N=C\N.O.O
HOMO, Eh: -0.339
Gap between HOMO and LUMO, eV: 9.51
Multiplicity: 1



Energy ordering: entry two at the bottom, the next structure 32.6 kJ/mol above.



Entry one
C4H6N4 | ωB97M-V/def2-TZVPD

Each line ends with the natural charge from an NBO analysis.
Positions of all 14 atoms, in Å:
C 1.050 -0.834 0.940  -0.30
C 0.748 -0.154 -0.117  -0.21
C 1.581 0.489 -1.199  0.00
N 0.813 0.824 -2.262  -0.18
N -0.532 0.507 -1.924  -0.44
C -0.673 0.122 -0.614  0.36
N -1.783 0.195 0.218  -0.35
N -1.460 -0.394 1.497  -0.71
H 0.376 -1.411 1.798  0.30
H 2.229 -0.618 1.048  0.19
H 2.597 0.416 -1.445  0.22
H -1.344 1.055 -2.137  0.41
H -2.428 -0.762 2.199  0.37
H -1.176 0.567 1.998  0.36

Output
LUMO energy, eV: -0.14
SMILES: C=C1C=NN/C1=N/N
HOMO, Eh: -0.302
Gap between HOMO and LUMO, eV: 8.08
Multiplicity: 1



Entry two
C4H6N4 | ωB97M-V/def2-TZVPD

Each line ends with the natural charge from an NBO analysis.
Positions of all 14 atoms, in Å:
C 2.009 0.011 -0.369  0.28
C -0.829 -0.050 0.211  0.36
C -2.296 -0.154 0.024  -0.13
C -3.447 -0.253 -0.205  -0.18
H 3.133 1.487 -0.765  0.32
H 1.032 1.291 -1.120  0.14
H 1.751 -1.012 1.324  0.39
H -0.251 -2.133 0.091  0.40
H -0.950 1.810 0.928  0.37
H -4.547 0.068 -0.838  0.29
N 3.241 0.110 -0.116  -0.61
N 1.379 -1.128 0.401  -0.52
N 0.061 -1.107 -0.127  -0.44
N -0.286 1.061 0.561  -0.67

Output
LUMO energy, eV: -0.32
HOMO, Eh: -0.323
Gap between HOMO and LUMO, eV: 8.46
Multiplicity: 1



Entry three
C4H6N4 | ωB97M-V/def2-TZVPD

Each line ends with the natural charge from an NBO analysis.
Positions of all 14 atoms, in Å:
C 0.516 -0.655 -1.160  -0.02
C -0.429 -0.846 -2.070  -0.43
N 0.294 -0.721 0.228  -0.27
N 1.316 -0.345 1.013  -0.51
H 1.183 -0.786 1.926  0.37
H 1.565 -0.541 -1.393  0.22
H -1.467 -0.962 -1.798  0.22
H -0.177 -0.830 -3.117  0.22
C -0.061 2.021 1.093  -0.07
N -0.986 1.488 0.563  -0.25
C -1.008 -0.644 0.723  0.37
N -1.928 -1.137 1.241  -0.36
H 0.159 2.983 1.530  0.26
H 1.024 0.975 1.221  0.24

Output
LUMO energy (spin up / spin down), eV: -0.73 / -0.73
HOMO (spin up / spin down), Eh: -0.322 / -0.322
Gap between HOMO and LUMO (spin up / spin down), eV: 8.02 / 8.02
Multiplicity: 1



Entry four
C4H6N4 | ωB97M-V/def2-TZVPD

Each line ends with the natural charge from an NBO analysis.
Positions of all 14 atoms, in Å:
C 0.387 1.639 -0.016  -0.65
C -0.342 0.246 -0.214  0.05
C -1.805 -1.238 -0.051  0.21
C 0.155 -0.931 -0.265  0.18
H 0.848 1.964 0.914  0.23
H -0.485 2.432 -0.158  0.20
H 1.268 1.662 -0.814  0.25
H -2.491 0.777 0.017  0.43
H -2.838 -1.688 0.241  0.17
H 3.536 -0.777 0.221  0.33
N -1.694 0.075 0.139  -0.54
N -0.764 -1.986 -0.096  -0.43
N 1.680 -1.543 0.164  -0.06
N 2.546 -0.633 -0.082  -0.38

Output
LUMO energy, eV: 0.61
HOMO, Eh: -0.334
Gap between HOMO and LUMO, eV: 9.70
Multiplicity: 1



Energy ordering: entry four at the bottom, the next structure 143.2 kJ/mol above.



Entry one
C4H6N4 | ωB97M-V/def2-TZVPD

Each line ends with the natural charge from an NBO analysis.
Positions of all 14 atoms, in Å:
H 3.175 1.749 -0.085  0.31
N 2.842 1.013 -0.745  -0.30
N 1.805 0.586 -0.225  -0.15
C 1.077 -0.321 -1.010  -0.33
C -0.246 -0.316 -0.307  0.33
N -1.188 -1.174 -0.532  -0.46
C -2.179 -0.862 0.309  -0.10
C -1.805 0.152 1.143  -0.12
N -0.539 0.480 0.777  -0.53
H 1.497 -1.288 -0.815  0.24
H 1.034 -0.158 -2.111  0.23
H -3.087 -1.608 0.339  0.21
H -2.471 0.645 1.973  0.23
H 0.085 1.102 1.288  0.44

Output
LUMO energy, eV: 0.52
SMILES: [H]/N=N/Cc1ncc[nH]1
HOMO, Eh: -0.314
Gap between HOMO and LUMO, eV: 9.07
Multiplicity: 1



Entry two
C4H6N4 | ωB97M-V/def2-TZVPD

Each line ends with the natural charge from an NBO analysis.
Positions of all 14 atoms, in Å:
H 2.948 1.352 0.208  0.35
N 1.979 0.948 0.441  -0.71
C 2.178 -0.290 -0.067  0.27
N 1.033 -1.073 -0.241  -0.63
C -0.185 -0.522 0.062  0.47
N -1.319 -1.193 0.347  -0.49
C -2.400 -0.372 0.006  -0.12
C -1.963 0.988 -0.184  -0.12
N -0.577 0.853 -0.251  -0.50
H 2.991 -1.021 -0.751  0.19
H 1.125 -2.105 -0.036  0.43
H -3.263 -0.975 0.437  0.23
H -2.540 1.915 0.115  0.24
H -0.006 1.496 -0.085  0.40

Output
LUMO energy, eV: 0.66
SMILES: [H]/N=C/Nc1ncc[nH]1
HOMO, Eh: -0.289
Gap between HOMO and LUMO, eV: 8.54
Multiplicity: 1



Energy ordering: entry one at the bottom, the next structure 115.9 kJ/mol above.



Entry one
C4H6N4 | ωB97M-V/def2-TZVPD

Each line ends with the natural charge from an NBO analysis.
Positions of all 14 atoms, in Å:
H 0.522 -2.032 0.987  0.32
N -0.497 -2.174 0.341  -0.57
C -0.670 -0.949 0.021  0.32
C -2.092 -0.655 -0.346  0.22
N -3.256 -0.387 -0.142  -0.25
N 0.355 -0.070 0.120  -0.47
C 1.680 -0.273 -0.166  -0.42
C -0.164 1.366 -0.229  0.22
N -1.096 1.701 0.686  -0.57
H -1.432 2.630 0.276  0.35
H 2.089 -1.318 -0.769  0.22
H 2.075 -0.478 0.932  0.20
H 2.087 0.637 -0.623  0.22
H 0.401 2.002 -1.088  0.21

Output
LUMO energy, eV: 0.30
SMILES: [H]/N=C(/C#N)N(C)/C=N/[H]
HOMO, Eh: -0.352
Gap between HOMO and LUMO, eV: 9.88
Multiplicity: 1



Entry two
C4H6N4 | ωB97M-V/def2-TZVPD

Each line ends with the natural charge from an NBO analysis.
Positions of all 14 atoms, in Å:
C -0.522 -2.007 -1.504  -0.62
C -0.627 -1.278 -0.150  -0.25
C 0.452 -1.288 0.868  -0.20
N 0.367 0.228 0.814  -0.22
N 0.908 1.471 1.068  -0.05
N 0.362 2.141 0.134  -0.05
N -0.483 1.483 -0.738  -0.31
C -0.425 0.257 -0.225  0.33
H -1.329 -1.607 -2.140  0.23
H 0.394 -1.668 -2.026  0.22
H -0.507 -3.194 -1.513  0.23
H -1.666 -1.474 0.288  0.24
H 1.466 -1.650 0.572  0.22
H 0.303 -1.778 1.939  0.22

Output
LUMO energy, eV: 0.61
SMILES: C[C@H]1Cn2nnnc21
HOMO, Eh: -0.385
Gap between HOMO and LUMO, eV: 11.08
Multiplicity: 1



Entry three
C4H6N4 | ωB97M-V/def2-TZVPD

Each line ends with the natural charge from an NBO analysis.
Positions of all 14 atoms, in Å:
C 0.862 -2.984 0.541  -0.49
N 0.194 -1.672 0.388  -0.15
N 0.959 -0.616 0.270  -0.13
C 0.089 0.472 -0.014  0.13
C -1.130 0.934 0.056  -0.06
N -1.115 2.326 -0.317  -0.55
C 0.118 2.564 -0.781  0.17
N 0.800 1.494 -0.410  -0.45
H 0.251 -3.790 0.077  0.23
H 2.051 -2.807 0.288  0.21
H 0.946 -3.011 1.756  0.23
H -2.379 0.769 0.452  0.21
H -2.004 2.944 -0.702  0.42
H 0.357 3.378 -1.603  0.22

Output
LUMO energy, eV: 0.34
SMILES: C/N=N/c1c[nH]cn1
HOMO, Eh: -0.324
Gap between HOMO and LUMO, eV: 9.16
Multiplicity: 1



Energy ordering: entry two at the bottom, the next structure 140.5 kJ/mol above.